Entry from the OMol25 dataset: a structure of composition C46H42AsClCrIN5O2S3 (ωB97M-V/def2-TZVPD).

Gap between HOMO and LUMO (alpha / beta) = 6.53 / 6.58 eV
Multiplicity = 4
Total charge = +1
HOMO energy (alpha / beta) = -9.77 / -9.89 eV
LUMO energy (alpha / beta) = -0.119 / -0.121 Eh

Structure (XYZ):
```
102
C46H42AsClCrIN5O2S3, DFT ωB97M-V/def2-TZVPD
I -0.9349 -0.4272 4.6824
As 0.1567 -2.2948 0.1786
Cr 0.0153 0.6599 -0.0356
Cl 3.6593 2.8474 5.7284
S 4.9668 -0.9103 3.2017
S -6.4570 -0.5540 0.0543
S -1.0839 0.6847 -7.0309
O -0.0924 0.5652 1.8422
O -0.4956 2.3085 -0.6736
N 1.8473 2.1494 0.9533
N 0.4256 0.3982 -2.0695
N -7.2940 -0.3132 -4.4189
N -1.9374 0.0810 0.0093
N 2.2887 -0.3173 -0.2272
C 0.7174 1.0911 2.7255
C -1.3634 0.7111 -5.3215
C -3.8886 -0.9215 -0.9602
C -7.0139 0.7766 -3.7097
C 2.5302 2.2113 4.5786
C 3.1968 -0.5326 0.6979
C 6.8923 -0.6092 1.5490
C 7.4821 -0.7303 2.8284
C -6.7993 -0.4773 -1.7034
C 3.8318 3.4266 1.3059
C 0.0783 4.4936 -1.4439
C 4.0430 -0.2653 -1.8732
C -7.3539 -1.4781 -3.7840
C 4.9907 -0.4238 -0.8562
C 3.4200 -0.0643 -4.2008
C 1.5045 1.4113 5.0103
C 2.7002 2.4974 3.2058
C 1.7715 1.9496 2.2878
C 4.3798 -0.2097 -3.2633
C 2.8464 2.8575 0.4837
C 4.5864 -0.5437 0.4626
C -2.7017 0.8644 -5.0607
C -7.1186 -1.6175 -2.4218
C 2.0428 0.1051 -3.8443
C 0.5843 -3.0263 -1.6004
C 1.6857 0.1106 -2.4839
C -2.2973 3.8180 -1.0371
C -0.4823 0.6592 -2.9968
C -2.7224 0.5821 0.9718
C 1.5779 -3.2313 1.1530
C -1.2934 -3.5525 0.6293
C -6.7594 0.7513 -2.3459
C -3.4893 0.9674 -6.2321
C -2.5307 -0.6975 -0.9105
C 2.6887 -0.1605 -1.5016
C -0.7407 4.1324 0.9004
C 3.7541 3.2624 2.6621
C -4.7078 -0.3449 0.0132
C 6.5604 -0.8989 3.8141
C -2.7461 0.8829 -7.3673
C -0.2627 0.5434 -4.3794
C 1.0331 0.2816 -4.7904
C 5.5246 -0.6797 1.5718
C -0.8485 3.6521 -0.5537
C 0.6177 0.8486 4.0871
C -4.0837 0.3843 1.0200
H 1.2750 0.2366 -5.8454
H 3.6766 -0.0481 -5.2528
H -4.2973 -1.5565 -1.7336
H -0.9629 -4.5698 0.4246
H -3.0866 0.9361 -8.3889
H -2.1895 -3.3425 0.0457
H -0.1363 4.3047 -2.4977
H -1.4243 1.0387 -2.6293
H -0.0350 -2.5877 -2.3844
H -4.5606 1.1047 -6.2265
H 2.8807 2.9912 -0.5932
H -1.8829 -1.1801 -1.6298
H 4.6406 3.9892 0.8599
H -1.1564 5.1358 1.0040
H 0.3023 4.1540 1.2161
H 8.5461 -0.6905 3.0093
H -2.3891 3.4414 -2.0588
H 1.3901 1.2176 6.0678
H 1.1151 4.2219 -1.2440
H 2.5518 -2.9558 0.7516
H 7.4729 -0.4793 0.6463
H -1.2920 3.4535 1.5555
H -6.5424 1.6609 -1.8027
H -2.9723 3.2455 -0.3958
H 5.4202 -0.2981 -3.5495
H 6.0407 -0.4787 -1.1153
H 6.7229 -1.0229 4.8729
H -2.2244 1.1643 1.7327
H -1.5460 -3.4662 1.6858
H 1.5476 -2.9712 2.2111
H -3.1238 0.8996 -4.0643
H 0.4397 -4.1062 -1.6034
H -2.5920 4.8683 -1.0213
H -7.5950 -2.3418 -4.3941
H 1.4432 -4.3067 1.0477
H -0.0551 5.5568 -1.2396
H -4.6652 0.8064 1.8281
H 2.8186 -0.7170 1.6976
H 4.4896 3.7012 3.3223
H 1.6291 -2.8156 -1.8317
H -6.9936 1.7112 -4.2596
H -7.1874 -2.5830 -1.9396
```

These are the Löwdin partial charges, in e, on atoms 1 to 99:
1 I 0.922
2 As 1.122
3 Cr 0.807
4 Cl 0.711
5 S 1.063
6 S 1.037
7 S 1.073
8 O -0.306
9 O -0.309
10 N 0.093
11 N 0.044
12 N 0.069
13 N -0.047
14 N 0.044
15 C -0.417
16 C -0.476
17 C -0.040
18 C -0.137
19 C -0.614
20 C -0.120
21 C -0.111
22 C -0.169
23 C -0.528
24 C -0.023
25 C -0.017
26 C -0.121
27 C -0.130
28 C 0.074
29 C -0.001
30 C -0.155
31 C -0.169
32 C -0.167
33 C -0.002
34 C -0.117
35 C -0.175
36 C -0.111
37 C -0.079
38 C -0.119
39 C -0.280
40 C -0.138
41 C -0.026
42 C -0.046
43 C -0.090
44 C -0.277
45 C -0.277
46 C -0.075
47 C -0.170
48 C -0.149
49 C -0.168
50 C -0.016
51 C -0.003
52 C -0.493
53 C -0.391
54 C -0.393
55 C -0.172
56 C 0.049
57 C -0.467
58 C -0.691
59 C -0.616
60 C -0.044
61 H 0.108
62 H 0.125
63 H 0.119
64 H 0.028
65 H 0.075
66 H 0.012
67 H 0.084
68 H 0.109
69 H 0.016
70 H 0.104
71 H 0.117
72 H 0.097
73 H 0.112
74 H 0.091
75 H 0.072
76 H 0.110
77 H 0.076
78 H 0.102
79 H 0.060
80 H 0.015
81 H 0.112
82 H 0.081
83 H 0.112
84 H 0.075
85 H 0.124
86 H 0.129
87 H 0.074
88 H 0.108
89 H 0.029
90 H 0.033
91 H 0.106
92 H 0.033
93 H 0.089
94 H 0.112
95 H 0.036
96 H 0.090
97 H 0.120
98 H 0.095
99 H 0.098


Entry from the OMol25 dataset: a structure of composition C46H42AsClF6N5O2P2V (ωB97M-V/def2-TZVPD).

Gap between HOMO and LUMO (alpha / beta) = 6.87 / 7.13 eV
ΔE to the lowest compared entry with this formula, charge and spin = 0.0 kcal per mole
Multiplicity = 3
HOMO energy (alpha / beta) = -6.61 / -6.87 eV
LUMO energy (alpha / beta) = 0.009 / 0.009 Eh

Structure (XYZ):
```
106
C46H42AsClF6N5O2P2V, DFT ωB97M-V/def2-TZVPD
As 3.3957 -0.4463 2.6073
V 0.5121 -0.8351 0.2977
Cl -0.4646 -1.2045 2.5565
P -1.7522 3.3179 -1.4353
P 0.7432 3.5581 0.3674
F 4.4529 -1.2583 1.5120
F 2.3338 -0.0941 1.1538
F 2.5193 -1.9111 2.8448
F 4.4015 -0.7510 3.9597
F 4.2057 1.0417 2.2634
F 2.2377 0.4203 3.5515
O -1.3634 2.0670 -2.1355
O 0.6739 2.0769 0.4150
N 2.7862 -0.9812 -1.5142
N -1.0575 -1.7007 -0.8179
N -1.4952 -2.9586 -0.6150
N 1.1556 -2.7382 0.1855
N 1.5432 -0.4343 -1.4650
C -1.0087 -3.7675 0.4537
C 3.9138 5.9043 -0.7360
C 5.4415 -4.8147 -3.0461
C 0.7459 -4.4453 1.9107
C -3.8947 4.9922 -2.1855
C 3.0050 -2.3941 -1.3894
C -2.5810 -2.2137 -2.3761
C -1.9002 -4.5969 1.1228
C -2.4091 -3.2973 -1.5487
C 4.3304 -4.2750 -2.1860
C -2.0645 4.7908 -3.7350
C -0.3204 4.3120 -0.9119
C 3.4564 3.3832 0.3466
C -1.4700 -5.3867 2.1759
C 0.0372 5.6395 2.1282
C 3.6557 -0.0880 -2.0165
C 2.4765 -4.5970 -0.6729
C -0.5619 5.2373 4.4189
C 0.3296 -3.6676 0.8294
C 4.0278 -2.9257 -2.1678
C -0.3680 6.1205 3.3618
C -2.4285 -6.2717 2.9260
C 1.6458 0.7881 -1.9808
C 2.3847 4.2016 0.0079
C 2.6151 5.4659 -0.5341
C -3.7332 3.7678 2.1128
C 2.1864 -3.2189 -0.5875
C 0.0691 3.3950 3.0091
C -1.0809 -0.0490 1.3359
C -4.5411 5.8482 -3.0682
C 0.2386 4.2730 1.9436
C 2.9626 1.0537 -2.3518
C -2.7786 3.0633 0.0179
C -3.9482 6.1779 -4.2767
C -3.4402 1.8449 0.1267
C -4.3828 2.5441 2.2226
C -1.7121 -1.2358 -1.8718
C -2.6496 4.4639 -2.5107
C 3.5171 -5.1024 -1.4227
C -0.1309 -5.2943 2.5576
C 4.7558 3.8284 0.1482
C 4.9835 5.0847 -0.3930
C -0.3342 3.8808 4.2459
C -2.9374 4.0294 1.0100
C -4.2425 1.5867 1.2289
C -2.7087 5.6463 -4.6122
H 0.2231 -5.8835 3.3960
H -0.6559 5.3028 -0.5960
H 3.6890 -6.1732 -1.4239
H -2.4365 4.9861 0.9353
H 3.3625 1.9586 -2.7733
H 4.0936 6.8842 -1.1590
H -3.3380 -6.4475 2.3518
H -5.5109 6.2532 -2.8105
H 1.8614 -5.2884 -0.1171
H -0.8770 5.6141 5.3837
H -4.9988 2.3373 3.0883
H -2.8502 -4.2788 -1.5528
H -3.3053 1.1027 -0.6505
H 6.3387 -4.1985 -2.9719
H 1.7887 6.1134 -0.8054
H -2.7168 -5.8169 3.8760
H 4.5924 -2.2648 -2.8128
H -2.2499 5.8938 -5.5605
H -4.4536 6.8445 -4.9635
H -2.1192 -0.2778 1.1264
H 3.2700 2.4019 0.7620
H -3.8386 4.5138 2.8898
H 0.7647 1.4078 -2.0224
H -2.9443 -4.6052 0.8308
H -4.7475 0.6335 1.3172
H 0.2017 6.3370 1.3132
H -3.2338 -2.1381 -3.2272
H -1.9772 -7.2387 3.1502
H -1.5465 -0.2207 -2.1991
H -0.5256 7.1820 3.5041
H -0.9286 0.9595 1.7054
H 4.7005 -0.3233 -2.1085
H 1.7719 -4.3488 2.2419
H 5.5844 3.1881 0.4218
H -0.4619 3.1954 5.0733
H -4.3658 4.7342 -1.2456
H 5.1522 -4.8505 -4.0992
H -1.1104 4.3558 -4.0112
H 0.2714 2.3395 2.8699
H 5.9971 5.4316 -0.5482
H 0.2793 4.4453 -1.8165
H 5.7081 -5.8274 -2.7438
```

These are the Löwdin partial charges, in e, on atoms 1 to 99:
1 As 0.745
2 V 0.777
3 Cl 0.690
4 P 0.715
5 P 0.739
6 F -0.228
7 F -0.319
8 F -0.248
9 F -0.221
10 F -0.237
11 F -0.246
12 O -0.329
13 O -0.337
14 N -0.052
15 N -0.025
16 N -0.039
17 N -0.053
18 N -0.008
19 C -0.139
20 C -0.083
21 C -0.058
22 C -0.028
23 C -0.067
24 C -0.103
25 C -0.035
26 C 0.016
27 C -0.044
28 C -0.287
29 C -0.080
30 C -0.291
31 C -0.063
32 C -0.272
33 C -0.096
34 C -0.041
35 C -0.008
36 C -0.077
37 C -0.303
38 C 0.008
39 C -0.080
40 C -0.053
41 C -0.115
42 C -0.267
43 C -0.091
44 C -0.065
45 C -0.195
46 C -0.053
47 C -0.571
48 C -0.076
49 C -0.271
50 C -0.026
51 C -0.286
52 C -0.080
53 C -0.082
54 C -0.064
55 C -0.102
56 C -0.266
57 C -0.047
58 C -0.028
59 C -0.057
60 C -0.076
61 C -0.058
62 C -0.088
63 C -0.074
64 C -0.076
65 H 0.117
66 H 0.068
67 H 0.111
68 H 0.102
69 H 0.102
70 H 0.103
71 H 0.073
72 H 0.106
73 H 0.102
74 H 0.105
75 H 0.107
76 H 0.127
77 H 0.103
78 H 0.075
79 H 0.098
80 H 0.083
81 H 0.110
82 H 0.106
83 H 0.105
84 H 0.000
85 H 0.083
86 H 0.108
87 H 0.079
88 H 0.117
89 H 0.111
90 H 0.102
91 H 0.097
92 H 0.078
93 H 0.091
94 H 0.104
95 H -0.012
96 H 0.130
97 H 0.125
98 H 0.112
99 H 0.112